{"formula": "C9H21BrIS", "method": "ωB97M-V/def2-TZVPD", "species": ["H", "C", "C", "H", "H", "H", "C", "H", "H", "H", "H", "H", "H", "H", "H", "H", "C", "H", "H", "H", "H", "C", "H", "I", "H", "C", "C", "H", "C", "H", "Br", "S", "C"], "xyz": [[-1.146, 2.866, -1.195], [-3.389, 3.397, -1.218], [2.081, -2.153, 1.281], [1.320, -2.179, -1.480], [4.009, -1.228, 1.098], [5.010, -2.797, -0.504], [4.101, -3.081, 0.036], [0.510, -0.221, -0.111], [-4.492, 3.859, 0.848], [-1.430, 5.010, 1.520], [-3.793, 4.296, -1.873], [-5.555, 3.172, -0.548], [4.397, -3.683, 0.901], [3.100, -1.228, -0.400], [2.364, -2.720, 2.177], [-3.366, 2.422, -1.907], [-4.481, 3.089, -0.035], [-1.032, -1.063, 0.142], [1.390, -3.946, 0.292], [0.156, -3.104, 1.204], [3.501, -3.706, -0.632], [0.501, -2.298, -0.763], [-0.548, -0.557, -1.485], [0.511, 2.603, 1.792], [-1.494, 4.722, -1.082], [3.343, -1.838, 0.475], [-0.179, -0.957, -0.535], [-0.221, -2.978, -1.232], [-1.855, 3.658, -0.702], [1.652, -1.213, 1.645], [-4.341, 1.157, 0.604], [-1.627, 3.646, 1.157], [1.006, -2.947, 0.528]], "forces_ev_per_angstrom": [[-1.223, 1.460, 1.412], [-0.752, -0.985, 0.209], [-0.026, 0.027, -0.021], [-0.033, -0.029, 0.066], [-0.080, -0.010, -0.063], [-0.096, -0.125, 0.068], [0.150, 0.008, -0.167], [-0.010, -0.033, 0.007], [0.269, -1.733, -1.524], [0.108, -1.495, -0.772], [1.082, -1.736, 1.534], [2.453, -0.331, 1.243], [-0.051, 0.019, -0.103], [-0.049, 0.012, 0.001], [-0.018, 0.072, -0.094], [-0.018, 2.287, 1.523], [-1.224, 0.900, -1.456], [0.058, 0.040, -0.002], [-0.027, 0.106, 0.044], [0.062, 0.008, -0.077], [0.080, 0.024, 0.079], [-0.031, -0.193, 0.055], [-0.018, 0.024, 0.096], [-0.881, 0.618, -0.496], [-0.658, -2.302, 0.920], [0.009, -0.012, 0.212], [-0.088, 0.153, -0.159], [0.127, 0.073, 0.032], [0.615, 1.063, -2.466], [-0.043, -0.011, 0.029], [0.139, 1.821, -0.346], [0.116, 0.368, 0.219], [0.058, -0.089, -0.002]], "nbo_charge": [0.29, -0.45, -0.39, 0.20, 0.20, 0.22, -0.61, 0.18, 0.23, 0.23, 0.26, 0.27, 0.21, 0.19, 0.21, 0.26, -0.47, 0.20, 0.21, 0.20, 0.20, -0.40, 0.21, 0.33, 0.28, -0.40, -0.61, 0.21, -0.56, 0.18, 0.01, 0.33, -0.40], "multiplicity": 1, "gap_ev": 6.7, "total_charge": 1, "e_tot_ev": -98642.944}

{"formula": "C9H21BrN2OS", "method": "ωB97M-V/def2-TZVPD", "species": ["O", "H", "H", "H", "C", "H", "S", "C", "N", "H", "H", "H", "C", "H", "N", "C", "C", "H", "C", "H", "H", "H", "H", "H", "H", "Br", "H", "H", "C", "H", "H", "C", "H", "H", "C"], "xyz": [[0.269, 0.018, -0.740], [0.793, -1.352, -3.789], [-0.186, 2.687, 1.075], [-0.316, 1.274, 2.117], [-2.101, -1.198, 0.934], [1.460, 0.528, 0.894], [1.294, -0.091, -3.931], [-1.030, -1.597, 2.010], [-0.751, -3.041, 1.802], [2.126, -0.981, -0.449], [-2.948, -1.885, 1.131], [-2.371, 2.344, 0.717], [1.419, -0.665, -1.233], [2.509, 2.259, -0.081], [1.852, 1.728, -2.029], [1.552, 2.080, -0.600], [-1.819, 1.411, 0.473], [3.152, -0.002, -2.392], [2.097, 0.282, -2.297], [-0.089, -1.020, 1.914], [-2.958, 0.460, 2.134], [-1.495, -1.501, 3.009], [2.683, 2.260, -2.294], [1.101, 2.035, -2.654], [-0.567, -3.410, 2.733], [1.556, -3.906, 0.467], [1.054, -1.591, -1.699], [1.000, 3.034, -0.582], [-2.670, 0.249, 1.087], [0.190, -3.189, 1.223], [-1.749, -1.440, -0.079], [0.747, 0.984, 0.176], [-1.787, 1.384, -0.632], [-3.625, 0.260, 0.516], [-0.391, 1.592, 1.070]], "forces_ev_per_angstrom": [[1.086, 0.106, 0.481], [0.344, 0.616, 0.503], [-0.102, -0.501, 0.211], [-0.063, -0.238, -0.467], [-0.229, 0.328, 1.373], [-0.258, -0.142, -0.566], [0.191, 0.397, -0.382], [-0.670, -1.251, -1.194], [0.171, 1.084, 0.443], [-0.335, 0.220, -0.037], [0.444, 0.229, -0.150], [0.256, -0.415, -0.167], [-0.387, 0.226, -0.394], [-0.320, -0.114, -0.417], [0.432, 0.079, 0.093], [-0.254, 0.501, 1.252], [-0.437, 0.353, 1.058], [-0.157, 0.829, 0.199], [-0.823, -3.074, -0.556], [-0.378, 0.171, 0.250], [0.445, -0.049, -0.371], [0.354, 0.491, -0.324], [-0.134, -0.048, -0.147], [-0.159, -0.153, 0.199], [0.168, -0.292, -0.283], [2.697, -0.706, -1.659], [0.374, 0.316, 0.141], [0.213, -0.373, -0.345], [0.061, -0.312, -1.454], [-2.881, 0.619, 1.690], [0.017, 0.320, 0.290], [-0.195, 0.169, 1.185], [0.039, -0.323, 0.480], [0.377, 0.103, 0.350], [0.115, 0.832, -1.286]], "nbo_charge": [-0.51, 0.19, 0.19, 0.24, -0.41, 0.20, -0.06, -0.22, -0.90, 0.24, 0.21, 0.20, -0.10, 0.23, -0.52, -0.26, -0.40, 0.25, -0.20, 0.14, 0.20, 0.17, 0.44, 0.45, 0.33, -0.79, 0.25, 0.23, -0.40, 0.34, 0.21, 0.08, 0.20, 0.20, -0.41], "multiplicity": 1, "gap_ev": 4.9, "total_charge": 0, "e_tot_ev": -95575.487}

{"formula": "C9H21Cl8N2O2P", "method": "ωB97M-V/def2-TZVPD", "species": ["Cl", "Cl", "O", "H", "H", "Cl", "Cl", "Cl", "C", "H", "Cl", "H", "N", "H", "Cl", "P", "C", "H", "C", "H", "O", "H", "H", "H", "H", "C", "H", "Cl", "C", "H", "H", "H", "C", "H", "C", "N", "H", "H", "H", "C", "C", "H", "H"], "xyz": [[-2.572, -0.586, -0.666], [1.364, 4.136, 1.354], [-0.320, -6.335, -1.467], [0.477, -0.787, -4.933], [-1.797, -0.858, -2.860], [-1.885, -2.440, -4.610], [0.184, 2.406, 4.774], [2.611, 4.790, 4.522], [0.081, -0.660, -3.925], [-0.092, -8.875, -0.326], [0.955, -1.772, -2.842], [-2.816, -5.503, -1.659], [0.086, -8.039, 0.248], [1.465, 5.148, -0.775], [3.452, 6.734, 0.626], [-1.587, -5.633, -2.391], [1.120, 4.878, 5.491], [-1.924, -0.101, -4.453], [-1.416, -0.882, -3.883], [-2.417, 2.309, -0.586], [-1.798, -6.665, 0.349], [-0.117, 3.647, 6.739], [-1.110, -4.366, -2.866], [-1.199, 0.069, 1.138], [2.197, 3.540, -0.752], [-1.627, 1.886, 0.037], [4.141, 4.477, 0.592], [-0.143, 1.792, -0.942], [3.509, 5.089, -0.055], [0.334, 5.302, 4.863], [-2.857, 0.660, 1.298], [1.543, 3.059, 6.590], [2.128, 4.487, -0.215], [1.314, 5.575, 6.308], [-0.781, -6.956, -0.285], [-1.884, -6.522, -3.706], [0.313, 0.353, -3.592], [1.079, -7.813, 0.099], [3.995, 5.166, -1.029], [-2.025, 0.539, 0.602], [0.720, 3.528, 6.049], [-1.425, 2.585, 0.851], [-1.278, -7.354, -3.712]], "forces_ev_per_angstrom": [[-0.119, -0.035, 0.259], [-0.037, 0.024, -0.023], [-2.173, 0.161, 1.633], [-0.060, -0.112, 0.127], [0.250, -0.061, -0.374], [-0.020, -0.065, -0.050], [0.024, -0.030, -0.056], [0.013, 0.004, 0.087], [-0.111, 0.211, -0.171], [-0.011, 0.377, 0.394], [0.005, -0.064, 0.014], [1.127, 0.437, 0.262], [-0.297, 1.184, -1.528], [0.093, -0.010, 0.128], [0.000, 0.004, 0.044], [-0.263, -2.023, -3.591], [-0.096, 0.060, 0.107], [0.119, -0.059, -0.014], [0.018, 0.237, 0.100], [0.113, -0.137, -0.001], [2.667, -0.368, -2.604], [0.041, 0.043, -0.108], [-0.083, -0.310, 1.257], [-0.043, 0.043, -0.166], [0.055, 0.068, 0.089], [-0.211, 0.092, 0.204], [-0.150, 0.091, 0.007], [-0.033, -0.100, -0.142], [0.025, -0.170, -0.097], [0.103, -0.133, 0.002], [0.042, 0.052, -0.115], [-0.042, 0.042, -0.171], [0.067, -0.018, -0.223], [-0.008, -0.134, -0.012], [-0.858, -0.468, 2.299], [0.888, 0.588, 2.351], [-0.110, -0.101, 0.054], [-0.538, 0.017, -0.138], [-0.123, 0.000, 0.047], [0.084, 0.183, 0.237], [0.004, 0.174, 0.215], [0.072, -0.121, -0.024], [-0.425, 0.429, -0.309]], "nbo_charge": [-0.06, -0.06, -0.76, 0.22, 0.24, -0.06, -0.06, -0.05, -0.39, 0.39, -0.06, -0.02, -0.87, 0.22, -0.06, 1.50, -0.39, 0.22, -0.40, 0.22, -0.55, 0.22, -0.03, 0.23, 0.23, -0.39, 0.22, -0.07, -0.39, 0.22, 0.23, 0.23, -0.39, 0.22, 0.89, -1.31, 0.23, 0.38, 0.22, -0.39, -0.39, 0.24, 0.37], "multiplicity": 1, "gap_ev": 8.9, "total_charge": 0, "e_tot_ev": -126216.782, "smiles": "N=[PH2]OC(N)=O.ClCCCl.ClCCCl.ClCCCl.ClCCCl"}

{"formula": "C9H21ClCoFO2P2", "method": "ωB97M-V/def2-TZVPD", "species": ["C", "F", "H", "H", "C", "C", "O", "H", "H", "H", "C", "H", "H", "Co", "P", "C", "H", "H", "H", "H", "C", "H", "H", "H", "H", "H", "C", "H", "Cl", "H", "H", "H", "C", "C", "P", "H", "O"], "xyz": [[-0.187, 2.754, -0.907], [-1.908, -0.088, 0.484], [-1.560, -2.620, 2.888], [-2.607, 2.420, 1.044], [1.666, 0.119, 0.778], [-1.766, 2.929, 1.524], [2.653, 0.152, 1.414], [0.991, 3.104, 2.727], [1.271, -2.719, 3.075], [-0.160, 3.843, -1.000], [0.485, -0.073, -3.107], [-1.101, 2.379, -1.391], [-1.848, 4.014, 1.376], [-0.060, 0.004, 0.294], [-0.217, 2.264, 0.841], [0.128, -2.830, -0.555], [-1.447, -4.021, 1.783], [-2.376, -2.565, 1.308], [2.046, 2.967, 1.307], [1.167, -0.130, -5.150], [1.330, -2.989, 2.013], [0.700, 2.318, -1.391], [0.044, -3.916, -0.543], [2.304, -2.672, 1.628], [-0.215, -1.177, -4.768], [1.092, -2.533, -0.976], [0.243, -0.196, -4.564], [-1.776, 2.696, 2.597], [-1.070, -0.187, -2.130], [-0.387, 0.640, -4.894], [1.252, -4.081, 1.931], [-0.685, -2.422, -1.164], [-1.490, -2.926, 1.837], [1.053, 3.268, 1.646], [-0.012, -2.162, 1.114], [0.919, 4.336, 1.445], [1.530, 0.101, -2.513]], "forces_ev_per_angstrom": [[-0.080, -0.558, -0.397], [0.952, 0.056, 0.138], [-0.063, -0.107, -0.197], [0.055, 0.097, 0.139], [8.477, 0.247, 3.761], [-0.161, -0.808, 0.178], [-4.679, -0.086, -3.034], [0.073, 0.072, -0.130], [0.070, -0.083, -0.196], [0.069, -0.045, 0.200], [2.782, 0.457, 0.584], [0.348, 0.212, 0.104], [0.294, -0.256, -0.049], [-4.817, -0.177, -1.782], [-0.714, 2.894, 0.350], [-0.202, 0.494, -0.550], [0.282, 0.250, -0.096], [0.074, -0.066, 0.136], [0.037, 0.137, 0.059], [0.008, -0.043, 0.518], [0.470, 0.733, 0.333], [-0.251, 0.274, -0.024], [0.066, -0.079, 0.189], [-0.064, -0.138, 0.102], [-0.190, 0.479, 0.004], [-0.059, -0.130, -0.124], [0.128, -0.083, -0.492], [-0.141, 0.153, -0.235], [0.562, 0.162, 0.036], [-0.238, -0.414, 0.109], [-0.206, 0.265, -0.164], [0.242, -0.361, 0.057], [-0.449, 0.767, 0.101], [0.480, -0.627, 0.310], [-0.169, -3.012, 0.950], [-0.205, -0.214, -0.126], [-2.782, -0.463, -0.762]], "nbo_charge": [-0.98, -0.65, 0.27, 0.28, 0.38, -0.95, -0.34, 0.28, 0.27, 0.29, 0.62, 0.27, 0.28, 1.16, 1.06, -0.98, 0.28, 0.28, 0.26, 0.29, -0.96, 0.26, 0.29, 0.26, 0.28, 0.26, -0.75, 0.27, -0.06, 0.28, 0.29, 0.27, -0.95, -0.97, 1.05, 0.29, -0.50], "e_above_lowest_kcal_mol": 0.0, "s_squared": 6.03, "multiplicity": 5, "gap_ev": [8.7, 7.4], "total_charge": 2, "e_tot_ev": -85195.527}

{"formula": "C9H21ClIIrO2P2", "method": "ωB97M-V/def2-TZVPD", "species": ["C", "H", "C", "H", "C", "H", "H", "O", "P", "H", "H", "H", "H", "Ir", "H", "C", "H", "H", "H", "H", "H", "C", "H", "H", "H", "O", "Cl", "C", "P", "C", "C", "C", "H", "I", "H", "H", "H"], "xyz": [[-1.351, 0.870, -3.230], [-3.259, -0.500, -0.601], [2.697, 2.394, 0.688], [2.944, 2.168, 1.720], [0.091, 1.529, 2.609], [-0.705, -3.454, 0.639], [-2.095, -0.521, 3.261], [-0.338, 2.520, 3.069], [2.070, 0.846, -0.107], [-0.276, 0.793, -3.575], [1.910, 3.153, 0.648], [-3.580, -2.125, 0.044], [3.595, 2.791, 0.168], [0.799, -0.009, 1.874], [2.907, 1.934, -2.185], [1.961, 1.443, -1.881], [-2.977, 0.429, 2.035], [-1.712, 1.845, -3.450], [-0.787, -3.093, 2.387], [-2.342, -1.885, -1.184], [1.168, 2.180, -2.019], [-1.391, 0.595, -1.737], [-1.910, 0.056, -3.756], [3.268, -1.142, -0.807], [3.971, -0.449, 0.679], [-1.849, 0.841, -0.594], [-0.619, -0.991, -1.977], [3.574, -0.204, -0.295], [-1.481, -1.211, 1.040], [-2.624, -0.558, 2.326], [-1.301, -2.995, 1.421], [-2.791, -1.454, -0.300], [4.341, 0.281, -0.924], [2.088, -1.960, 2.704], [-2.291, -3.481, 1.454], [-3.517, -1.238, 2.424], [1.810, 0.600, -2.568]], "forces_ev_per_angstrom": [[0.057, 1.761, -0.317], [0.012, -0.937, 0.542], [0.025, -0.207, -0.444], [0.121, 0.188, 0.206], [-2.911, 6.569, 3.619], [0.119, -0.161, -0.080], [0.005, 0.152, 0.613], [1.812, -4.181, -2.019], [2.363, 0.999, -0.733], [-1.385, 0.224, 0.458], [0.088, -0.046, 0.107], [0.262, -0.027, 0.529], [-0.515, -0.377, 0.245], [-0.770, -1.553, -3.475], [-0.291, -0.313, 0.672], [-0.568, -0.331, -0.115], [0.057, 0.113, 0.030], [-0.569, 0.831, -0.539], [-0.198, -0.291, -0.186], [-0.560, -0.367, 0.425], [-0.045, -0.106, 0.078], [-1.152, -1.382, 2.717], [0.230, 0.951, 0.539], [0.209, 0.468, 0.335], [0.275, -0.045, 0.184], [2.653, 1.411, -5.512], [2.610, -1.732, 1.164], [-0.594, -0.448, -0.575], [-2.339, -1.133, 0.319], [-0.298, -0.799, -0.313], [0.295, 0.383, 0.588], [-0.479, 0.264, -0.146], [-0.396, -0.029, 0.397], [0.573, -0.887, 0.452], [0.431, 0.284, 0.084], [0.933, 0.582, -0.145], [-0.061, 0.172, 0.299]], "nbo_charge": [-0.72, 0.26, -0.95, 0.25, 0.44, 0.26, 0.24, -0.32, 0.93, 0.27, 0.26, 0.26, 0.28, 0.39, 0.28, -0.90, 0.27, 0.25, 0.23, 0.25, 0.25, 0.61, 0.30, 0.26, 0.24, -0.54, -0.09, -0.93, 1.02, -0.96, -0.96, -0.90, 0.27, 0.42, 0.28, 0.28, 0.26], "e_above_lowest_kcal_mol": 52.9, "s_squared": 6.02, "multiplicity": 5, "gap_ev": [9.0, 5.5], "total_charge": 2, "e_tot_ev": -55788.283}

{"formula": "C9H21ClNO", "method": "ωB97M-V/def2-TZVPD", "species": ["N", "H", "H", "C", "H", "H", "H", "H", "H", "H", "Cl", "O", "H", "H", "H", "C", "H", "C", "H", "H", "C", "C", "H", "C", "H", "C", "H", "C", "H", "H", "H", "C", "H"], "xyz": [[-0.525, 0.257, -0.009], [-2.254, 1.272, -2.772], [-1.208, 0.144, 1.929], [2.494, -2.139, -0.329], [-2.147, 1.106, 0.935], [-2.124, -0.149, -2.099], [3.194, -2.765, -0.960], [-0.204, 2.893, 1.201], [-0.979, 2.261, -0.878], [-0.576, -3.226, 0.395], [2.112, 1.952, -0.269], [2.137, 0.090, 1.483], [-0.472, -1.414, -1.278], [-0.871, 2.323, 2.593], [2.772, -2.146, 0.659], [-1.068, 0.858, 1.188], [0.261, 1.154, -1.686], [1.990, 0.264, 0.234], [-2.012, -1.320, -0.278], [2.134, 1.055, 1.882], [-0.245, 2.030, 1.770], [-2.107, 0.847, -1.778], [1.518, -2.579, -0.572], [-0.878, -1.204, -0.214], [-1.231, -2.188, 1.574], [2.510, -0.683, -0.782], [-2.890, 1.248, -1.198], [-0.764, 1.127, -1.126], [1.862, -0.620, -1.636], [0.483, -2.018, 1.029], [0.685, 1.800, 2.161], [-0.482, -2.184, 0.808], [3.518, -0.294, -1.068]], "forces_ev_per_angstrom": [[1.605, -1.231, 1.384], [0.497, 0.914, 0.098], [0.209, -1.511, 1.453], [0.253, -0.551, -3.457], [1.106, 0.504, 0.434], [-0.901, -1.826, 0.355], [-0.429, 0.920, 0.852], [0.274, 1.458, -1.558], [1.322, -2.133, 0.505], [0.214, 1.006, 0.085], [0.079, -0.747, 0.050], [0.073, 2.013, 1.434], [-0.574, 0.047, 1.679], [-0.043, 0.279, 0.829], [0.467, -0.817, 2.381], [-0.684, 1.119, -0.898], [-2.470, -0.193, -0.145], [0.261, 1.899, -1.422], [1.256, 0.504, -0.357], [-0.030, -2.596, -0.362], [-3.432, -1.101, 0.366], [1.532, 0.301, -2.307], [0.359, 0.158, 0.616], [-1.902, 1.352, -3.329], [0.255, 0.233, 1.085], [-0.324, -0.703, -0.101], [-1.058, -0.292, 0.862], [0.820, 2.852, -1.542], [-0.088, 0.506, -0.725], [3.141, 0.217, 1.893], [1.502, -0.542, 0.758], [-2.602, -1.822, -1.210], [-0.690, -0.218, 0.292]], "nbo_charge": [-0.41, 0.25, 0.21, -0.61, 0.20, 0.22, 0.25, 0.22, 0.23, 0.24, 0.07, -0.60, 0.20, 0.24, 0.22, -0.23, 0.21, 0.63, 0.21, 0.54, -0.60, -0.65, 0.23, -0.22, 0.23, -0.54, 0.22, -0.24, 0.26, 0.20, 0.16, -0.64, 0.29], "e_above_lowest_kcal_mol": 52.5, "multiplicity": 1, "gap_ev": 8.2, "total_charge": 1, "e_tot_ev": -25723.635}